# C4H8N2O

One molecule with the formula C4H8N2O (ωB97M-V/def2-TZVPD, the OMol25 dataset).

Last column: natural (NBO) charge in e.
Positions of all 15 atoms, in Å:
C1 1.307 -1.701 1.389  -0.407
N1 0.872 -0.669 0.463  -0.527
C2 -0.399 -0.342 0.357  -0.098
N2 -2.828 0.722 0.459  -0.223
C3 -0.787 0.595 -0.621  0.192
O1 -2.084 0.922 -0.563  -0.221
C4 -0.066 1.415 -1.650  -0.686
H1 1.822 -2.508 0.858  0.195
H2 0.411 -2.097 1.870  0.230
H3 1.975 -1.289 2.155  0.195
H4 1.607 -0.267 -0.119  0.361
H5 -2.189 0.265 1.145  0.304
H6 0.672 0.843 -2.220  0.217
H7 -0.772 1.861 -2.359  0.244
H8 0.460 2.250 -1.164  0.224

ΔE to the lowest compared entry with this formula, charge and spin, kJ/mol: 642.0
Net charge: 0